C53H50N3O5PS3Ti | ωB97M-V/def2-TZVPD

Summary:
Calculated total energy = -135381.7660 eV
Spin multiplicity = 1
Lowest unoccupied orbital energy = -0.2429 Eh
Relative energy (zero: lowest compared OMol25 entry of this formula, charge and spin) = 1.507 eV
Net charge = +2

CARTESIAN COORDINATES (ANGSTROEM)
Ti 0.0121 -0.5359 -0.5275
C 0.7975 -3.7476 -2.8594
C 1.6584 -4.3987 -1.7896
S 2.2082 -3.2555 -0.4545
C 1.7404 -4.1925 1.0324
C 0.2451 -4.3486 1.2370
S -0.7299 -2.8118 0.9676
C -2.0678 -3.4890 -0.0861
C -1.6752 -3.9040 -1.4931
S -0.5917 -2.6762 -2.3118
H 1.3941 -3.0993 -3.4991
H 0.3618 -4.5236 -3.4902
H 1.1409 -5.2229 -1.3060
H 2.5633 -4.7810 -2.2646
H 2.2202 -5.1720 0.9777
H 2.1906 -3.6377 1.8559
H -0.1757 -5.1062 0.5789
H 0.0692 -4.6357 2.2734
H -2.5041 -4.3379 0.4397
H -2.8007 -2.6808 -0.1199
H -1.1507 -4.8586 -1.5263
H -2.5780 -3.9748 -2.1021
O -0.4398 1.3310 0.7493
C -1.8487 1.5393 1.0039
C -2.5414 0.3989 0.2382
O -3.7278 0.3228 0.0663
O -1.6897 -0.5149 -0.1641
C -2.2345 1.2552 2.4564
C -3.1568 2.0530 3.1262
C -3.4580 1.7894 4.4514
C -2.8607 0.7243 5.1060
C -2.0001 -0.1143 4.4155
C -1.7019 0.1358 3.0868
C -2.2425 2.9478 0.6077
C -1.4631 3.9989 1.0862
C -1.8149 5.3058 0.8015
C -2.9387 5.5744 0.0391
C -3.7377 4.5319 -0.3942
C -3.3888 3.2219 -0.1212
H 0.0401 2.0753 1.1545
H -3.6342 2.8783 2.6212
H -4.1575 2.4244 4.9718
H -3.0777 0.5412 6.1468
H -1.5600 -0.9674 4.9087
H -1.0479 -0.5346 2.5342
H -0.6090 3.8139 1.7285
H -1.2201 6.1147 1.1925
H -3.1975 6.5914 -0.2088
H -4.6376 4.7289 -0.9506
H -4.0238 2.4144 -0.4424
N 1.5817 -0.5800 -2.1294
C 1.4718 -0.0354 -3.4643
C 2.4621 -0.2114 -4.4205
C 2.4305 0.5320 -5.5910
C 1.4320 1.4734 -5.7957
C 0.4062 1.6078 -4.8764
C 0.4071 0.8294 -3.7233
P -1.0045 0.6958 -2.5881
C -1.6980 2.3655 -2.6931
C -2.9232 2.6214 -3.2993
C -3.3043 3.9308 -3.5354
C -2.4750 4.9753 -3.1619
C -1.2714 4.7168 -2.5213
C -0.8786 3.4165 -2.2773
C -2.1540 -0.3425 -3.5837
C -3.3094 -0.8516 -2.9860
C -4.1594 -1.6754 -3.7058
C -3.8602 -2.0219 -5.0140
C -2.7277 -1.5019 -5.6180
C -1.8829 -0.6622 -4.9124
H 2.0558 0.2036 -1.6214
H 2.2486 -1.3620 -2.1225
H 3.2670 -0.9136 -4.2517
H 3.2178 0.4036 -6.3196
H 1.4415 2.0943 -6.6766
H -0.3889 2.3215 -5.0392
H -3.5706 1.8132 -3.6081
H -4.2461 4.1317 -4.0246
H -2.7717 5.9922 -3.3683
H -0.6384 5.5365 -2.2252
H 0.0712 3.2072 -1.7936
H -3.5635 -0.5785 -1.9717
H -5.0718 -2.0302 -3.2503
H -4.5153 -2.6893 -5.5540
H -2.5015 -1.7438 -6.6454
H -1.0273 -0.2435 -5.4196
O 2.3599 1.3283 -0.4351
C 2.4439 0.5669 0.5367
N 3.3848 0.5220 1.4796
C 2.9743 -0.3347 2.5795
C 1.6839 -0.9113 2.0072
O 0.9601 -1.7307 2.5367
N 1.4934 -0.4089 0.7549
C 3.8784 -1.5244 2.8773
C 3.6053 -2.2541 4.0295
C 4.4117 -3.3169 4.3878
C 5.4926 -3.6645 3.5940
C 5.7487 -2.9548 2.4334
C 4.9407 -1.8894 2.0653
C 2.8578 0.5198 3.8318
C 1.6603 0.7232 4.4955
C 1.6420 1.4945 5.6472
C 2.8051 2.0791 6.1169
C 4.0005 1.8822 5.4457
C 4.0300 1.0979 4.3092
H 4.1167 1.2079 1.5882
H 2.7702 -1.9697 4.6490
H 4.2081 -3.8570 5.2972
H 6.1416 -4.4746 3.8861
H 6.5944 -3.2172 1.8165
H 5.1544 -1.3325 1.1640
H 0.7536 0.2600 4.1355
H 0.7155 1.6270 6.1829
H 2.7854 2.6796 7.0113
H 4.9122 2.3232 5.8141
H 4.9658 0.9069 3.8044



C36H58N2O22 | ωB97M-V/def2-TZVPD

Summary:
Calculated total energy = -86287.4904 eV
Spin multiplicity = 1
Lowest unoccupied orbital energy = -0.0211 Eh
SMILES = O=[N+]([O-])c1ccccc1.O=[N+]([O-])c1ccccc1.CCOC(=O)OC.CCOC(=O)OC.CCOC(=O)OC.CCOC(=O)OC.CCOC(=O)OC.CCOC(=O)OC
Relative energy (zero: lowest compared OMol25 entry of this formula, charge and spin) = 3.902 eV

CARTESIAN COORDINATES (ANGSTROEM)
O 26.5085 -9.1706 -27.9706
N 25.7002 -9.7203 -27.2275
O 24.4979 -9.9527 -27.5668
C 26.2692 -10.1765 -25.8803
C 27.3517 -9.4613 -25.3697
C 27.8197 -9.7268 -24.0549
C 27.1081 -10.5626 -23.2400
C 26.0602 -11.3384 -23.7876
C 25.6361 -11.1288 -25.0897
H 27.9539 -8.9280 -26.0903
H 28.5803 -9.0449 -23.7042
H 27.5441 -10.6508 -22.2559
H 25.4996 -12.0220 -23.1672
H 24.6460 -11.4908 -25.3245
O 32.0720 -17.9878 -26.4509
N 32.4172 -17.8708 -25.3129
O 33.5909 -17.8929 -24.8420
C 31.2816 -17.6725 -24.4058
C 31.3449 -18.2398 -23.1577
C 30.2818 -17.9891 -22.3106
C 29.2201 -17.0870 -22.7042
C 29.2310 -16.4955 -23.9854
C 30.2347 -16.8185 -24.8721
H 32.0554 -19.0144 -22.9093
H 30.3682 -18.4309 -21.3288
H 28.3156 -16.8478 -22.1648
H 28.4240 -15.8310 -24.2567
H 30.2043 -16.4801 -25.8973
C 18.1289 -13.3692 -29.6232
C 18.8903 -12.1321 -30.0846
O 20.1245 -12.1275 -29.4003
C 21.2130 -12.7636 -29.9472
O 21.2938 -13.2746 -31.0393
O 22.1498 -12.6488 -28.9948
C 23.3485 -13.3629 -28.9568
H 17.1202 -13.4523 -30.0278
H 18.0622 -13.3506 -28.5354
H 18.5242 -14.2919 -30.0482
H 18.2634 -11.3675 -29.6260
H 18.9534 -12.0121 -31.1661
H 23.7877 -13.6843 -29.9013
H 23.3007 -14.0735 -28.1317
H 24.1243 -12.7419 -28.5090
C 23.7262 -19.3992 -26.1712
C 24.5804 -19.8842 -25.0588
O 25.7110 -20.4106 -25.5853
C 26.8704 -20.5606 -24.8638
O 27.1393 -20.2006 -23.6584
O 27.7287 -21.3801 -25.5543
C 29.1508 -21.3194 -25.3740
H 22.7067 -19.0817 -25.9523
H 23.8216 -20.0996 -27.0010
H 24.1896 -18.4948 -26.5654
H 24.2350 -20.6369 -24.3502
H 24.7953 -19.1100 -24.3222
H 29.5289 -20.8018 -24.4924
H 29.6339 -20.5905 -26.0247
H 29.5856 -22.3182 -25.3368
C 29.1104 -12.3672 -27.3848
C 28.5420 -13.8589 -26.9874
O 27.1099 -13.6237 -26.7761
C 26.4324 -14.6928 -26.3480
O 26.8482 -15.8622 -26.2630
O 25.1890 -14.2190 -26.0380
C 24.2111 -15.1123 -25.6464
H 29.0855 -11.6913 -26.5300
H 28.6392 -11.8764 -28.2364
H 30.1486 -12.4845 -27.6956
H 29.1442 -14.1702 -26.1339
H 28.7169 -14.6149 -27.7530
H 23.7690 -15.7674 -26.3972
H 23.3855 -14.6054 -25.1469
H 24.6851 -15.8466 -24.9950
C 30.1178 -12.9652 -31.8838
C 30.1719 -14.1789 -30.9773
O 28.9072 -14.6745 -30.7069
C 28.2428 -15.2800 -31.6029
O 28.6309 -15.5843 -32.6694
O 27.0243 -15.6592 -31.1303
C 26.4896 -15.4350 -29.7906
H 31.0300 -12.3724 -31.8159
H 29.3380 -12.3408 -31.4478
H 29.8482 -13.1518 -32.9233
H 30.5564 -14.0759 -29.9626
H 30.9065 -14.8552 -31.4145
H 25.5804 -15.9282 -29.4466
H 26.2473 -14.3791 -29.6705
H 27.2009 -15.7509 -29.0274
C 24.5881 -7.1550 -20.8493
C 23.9794 -8.4107 -20.2076
O 22.9830 -9.0500 -20.9738
C 23.2748 -10.2686 -21.4650
O 24.3342 -10.8819 -21.2914
O 22.1898 -10.7274 -22.2422
C 22.2343 -12.1012 -22.6903
H 23.6565 -6.6469 -21.0983
H 25.1956 -7.4289 -21.7118
H 25.0315 -6.4167 -20.1812
H 23.4263 -8.0986 -19.3218
H 24.7931 -9.0886 -19.9498
H 21.2644 -12.5891 -22.7869
H 22.9744 -12.7178 -22.1803
H 22.5314 -12.1135 -23.7390
C 30.3171 -6.5837 -22.3770
C 30.9182 -6.7208 -23.7771
O 30.6912 -7.9218 -24.5160
C 31.5023 -8.9492 -24.2755
O 32.4848 -8.9597 -23.5094
O 30.9574 -9.9362 -25.0854
C 31.2590 -11.2666 -24.8585
H 30.5681 -7.4206 -21.7254
H 29.2306 -6.5019 -22.4097
H 30.7026 -5.6462 -21.9762
H 31.9832 -6.6670 -23.5513
H 30.4196 -6.0011 -24.4264
H 31.9996 -11.4572 -24.0818
H 31.6986 -11.7863 -25.7098
H 30.4017 -11.9221 -24.7052



C17H40NO4Si2 | ωB97M-V/def2-TZVPD

Summary:
Calculated total energy = -43707.5812 eV
Spin multiplicity = 1
Lowest unoccupied orbital energy = -0.0963 Eh
Relative energy (zero: lowest compared OMol25 entry of this formula, charge and spin) = 2.504 eV
Net charge = +1

CARTESIAN COORDINATES (ANGSTROEM)
C 3.6657 1.9351 0.2058
C 2.2000 2.5145 0.4842
C 1.4017 2.9131 -0.8736
C -0.1465 3.0436 -0.4551
O -0.7866 4.2534 -0.9493
Si -2.3068 4.3636 -0.0753
C -2.3772 5.9711 0.9779
C -2.5939 5.5915 2.5271
O -3.6836 5.7437 3.1206
O -3.5448 4.2468 -1.2644
Si -5.0428 3.6297 -0.6448
C -4.8737 2.1266 0.5283
C -6.1905 1.2046 0.6041
O -6.6205 0.9489 -0.7628
H 3.9880 1.9631 -0.8819
H 3.6862 0.8777 0.6558
H 4.3936 2.5655 0.8240
H 1.5257 1.7318 0.9937
H 2.1848 3.4649 1.1217
H 1.4556 2.0811 -1.6579
H 1.7660 3.8990 -1.2990
H -0.7436 2.1422 -0.8191
H -0.1770 3.1030 0.6950
H -2.3663 3.2495 0.8979
H -3.2116 6.6595 0.6270
H -1.3902 6.5457 0.8751
H -1.7438 5.1380 3.1588
H -5.8300 4.6883 -0.0153
H -5.8039 3.1549 -1.8230
H -3.9565 1.4942 0.2972
H -4.7291 2.5539 1.5875
H -5.8890 0.2344 1.1408
H -7.0318 1.6742 1.2065
H -7.0009 0.0489 -0.7444
C 4.7735 -4.2048 0.5654
C 3.4819 -4.8209 1.0930
C 2.5425 -5.4037 0.0264
C 2.1681 -4.5044 -1.1564
N 1.0238 -3.5069 -0.9299
C 0.9658 -2.8355 0.4340
C 2.0277 -1.7617 0.3600
C 1.8953 -1.2183 -1.0561
C 1.2171 -2.3118 -1.8810
C -0.2953 -4.1932 -1.2115
H 4.6235 -3.5405 -0.2852
H 5.2424 -3.6072 1.3505
H 5.4796 -4.9817 0.2660
H 2.9657 -4.0853 1.7115
H 3.7463 -5.6258 1.7858
H 1.6405 -5.7973 0.5034
H 3.0581 -6.2722 -0.3981
H 1.8456 -5.1370 -1.9869
H 3.0312 -3.9457 -1.5189
H -0.0197 -2.3664 0.5227
H 1.0639 -3.5698 1.2293
H 3.0298 -2.1657 0.5074
H 1.8831 -0.9875 1.1175
H 2.8704 -0.9463 -1.4654
H 1.2824 -0.3145 -1.0611
H 1.7959 -2.6279 -2.7479
H 0.2288 -1.9838 -2.2100
H -0.3952 -5.0366 -0.5284
H -0.2965 -4.5255 -2.2490
H -1.1032 -3.4782 -1.0502



C25H27Cl4F24N2O7S2 | ωB97M-V/def2-TZVPD

Summary:
Calculated total energy = -180645.4827 eV
Spin multiplicity = 1
Lowest unoccupied orbital energy = -0.1048 Eh
Relative energy (zero: lowest compared OMol25 entry of this formula, charge and spin) = 0.000 eV
Net charge = +1

CARTESIAN COORDINATES (ANGSTROEM)
C 3.2820 1.2507 -0.1673
S 2.3819 1.2114 1.3562
O 2.8572 0.1190 2.1609
O 2.3770 2.5515 1.8785
C 0.6798 0.8075 0.8302
C 0.8121 -0.4309 -0.1104
C -0.4083 -1.3825 -0.3723
C -0.3043 -2.8569 0.1832
C 1.0731 -3.3251 0.6223
O 1.4237 -2.6830 1.8534
C -0.6209 -1.4750 -1.9069
F -1.7730 -2.1741 -2.0971
F -0.7668 -0.2595 -2.4484
C 0.3896 -2.2373 -2.8505
F 0.4862 -3.5103 -2.4571
F -0.2194 -2.1887 -4.0542
C 1.8180 -1.6887 -3.0923
F 1.7407 -0.3912 -3.4068
F 2.5347 -1.7928 -1.9465
C 2.6802 -2.4466 -4.1723
F 3.1658 -3.5299 -3.5477
F 3.6926 -1.6109 -4.4493
C 2.1161 -3.0056 -5.5309
F 1.2561 -3.9800 -5.2060
F 3.1959 -3.5619 -6.0889
C 1.4143 -2.1196 -6.6694
F 0.1072 -2.4039 -6.6227
F 1.9040 -2.5569 -7.8325
C 1.4753 -0.5553 -6.7286
F 0.7951 -0.0509 -5.6909
F 0.8274 -0.2411 -7.8577
C 2.8967 0.1110 -6.7846
F 3.2101 0.6105 -5.5912
F 3.8119 -0.7971 -7.1126
F 2.9195 1.0890 -7.6681
C -1.6002 -0.7111 0.3681
O -1.8558 0.5510 -0.1275
S -3.3316 -1.4644 0.3020
O -4.0435 -0.6620 1.2586
O -3.2895 -2.8859 0.3902
C -4.1664 -0.9763 -1.3766
F -3.3747 -0.3678 -2.2430
F -4.5532 -2.1425 -1.8526
C -5.4090 -0.0575 -1.1357
F -5.0251 1.0602 -0.5002
F -6.3023 -0.7177 -0.4160
C -6.0802 0.4020 -2.4672
F -5.3236 1.2982 -3.0770
F -6.2634 -0.6274 -3.2777
F -7.2452 0.9468 -2.1749
N -1.0413 -0.6619 1.8181
C -1.8889 -1.1619 3.0020
N -0.9795 -1.7594 3.9472
C -0.3629 0.7082 1.9983
C 0.1199 0.9935 3.4226
C 0.1081 2.5212 3.6860
C 1.1159 2.9574 4.7629
C 1.8944 4.2446 4.4290
O 3.3042 4.0723 4.5557
H 3.6508 0.2517 -0.4021
H 2.6639 1.6363 -0.9820
H 4.1069 1.9437 0.0220
H 0.3851 1.6672 0.2192
H 1.0924 -0.0066 -1.0740
H 1.6647 -1.0228 0.2201
H -0.9392 -2.9732 1.0719
H -0.7601 -3.5436 -0.5318
H 1.0734 -4.4158 0.7331
H 1.8516 -3.0794 -0.1004
H 1.1267 -3.2278 2.5948
H -2.5684 0.9889 0.3716
H -0.2451 -1.3210 1.8661
H -2.6081 -1.8777 2.6164
H -2.4284 -0.3152 3.4248
H -1.3557 -1.7267 4.8888
H -0.8273 -2.7395 3.7247
H -1.1451 1.4516 1.8280
H -0.5817 0.5633 4.1361
H 1.0859 0.5355 3.6366
H 0.2861 3.0848 2.7664
H -0.9112 2.7701 4.0145
H 0.5873 3.0956 5.7148
H 1.8565 2.1684 4.9420
H 1.6179 5.0368 5.1282
H 1.6570 4.5750 3.4109
H 3.6483 3.7905 3.6986
C -0.3239 6.5324 8.0759
Cl -0.5309 4.9083 8.7454
Cl -0.4431 6.4456 6.3088
Cl -1.5849 7.5930 8.6964
Cl 1.2609 7.1559 8.5201



C36H41AlN5Se | ωB97M-V/def2-TZVPD

Summary:
Calculated total energy = -117389.5436 eV
Spin multiplicity = 1
Lowest unoccupied orbital energy (spin up / spin down) = 0.0827 / 0.0827 Eh
Net charge = -1

CARTESIAN COORDINATES (ANGSTROEM)
Al -0.2361 0.0962 -0.1636
N -4.1744 1.4722 0.7696
N -0.3058 2.3914 -1.2741
C 1.5567 -1.7312 -2.0123
C 0.3153 -1.5185 -2.6811
C -0.7349 -1.6860 -1.7524
C -2.1812 -1.8230 -2.0459
H -2.4301 -1.4413 -3.0447
H -2.7877 -1.2486 -1.3211
H -2.5028 -2.8730 -1.9778
C -0.1315 -1.9992 -0.4515
C -0.8024 -2.8844 0.5541
H -0.9626 -3.8978 0.1423
H -1.7801 -2.4863 0.8320
H -0.2015 -2.9750 1.4648
C 1.3169 -2.0130 -0.6609
C 2.2928 -2.3889 0.3867
H 1.9167 -2.1159 1.3846
H 3.2610 -1.8846 0.2459
H 2.4798 -3.4759 0.3836
C 0.1366 -1.3319 -4.1389
H 0.1406 -2.3055 -4.6552
H 0.9446 -0.7258 -4.5703
H -0.8222 -0.8439 -4.3575
C 2.8828 -1.8007 -2.6721
H 3.6894 -1.6826 -1.9389
H 2.9903 -1.0129 -3.4276
H 3.0237 -2.7725 -3.1718
C -4.7652 2.0388 1.8149
H -5.7927 1.6708 2.0042
C -4.1239 3.0262 2.6180
H -4.7042 3.4251 3.4611
C -2.8147 3.4435 2.3072
H -2.3449 4.2603 2.8950
C -2.1372 2.7567 1.2744
H -1.1304 3.0741 0.9618
C -2.8121 1.6052 0.6489
C -2.4048 0.4019 -0.0996
H -2.5832 0.7386 -1.1871
C 0.7562 1.6529 -1.1376
C -0.1401 3.4472 -2.0718
H -1.0634 3.9921 -2.1840
C 1.1554 3.4832 -2.4757
H 1.6395 4.2571 -3.0877
N 1.7292 2.3509 -1.8773
C 2.9776 1.8101 -2.2169
C 3.3181 1.7793 -3.5747
C 4.6287 1.4097 -3.8907
H 4.9236 1.4431 -4.9419
C 5.5099 1.0115 -2.8789
C 6.9134 0.6582 -3.2243
H 7.2939 -0.0789 -2.5128
H 7.5610 1.5425 -3.1805
H 6.9612 0.2504 -4.2369
C 5.0989 0.9549 -1.5404
H 5.7788 0.6333 -0.7490
C 3.8057 1.3473 -1.1828
C 3.3316 1.3144 0.2354
H 2.8485 2.2437 0.5764
H 4.2033 1.1438 0.8804
H 2.6285 0.4837 0.4212
C 2.3087 2.0732 -4.6400
H 1.9819 3.1225 -4.6701
H 1.4102 1.4318 -4.5946
H 2.8008 1.8722 -5.5950
C -3.5735 -1.3420 2.0311
N -2.9033 -1.0269 3.2777
C -1.6173 -0.5556 3.4665
Se -0.1713 0.0245 2.3847
N -1.4611 -0.5090 4.8208
C -2.5991 -0.9396 5.4935
C -2.7872 -1.2194 6.8405
C -3.9944 -1.8449 7.1868
C -4.9412 -2.1889 6.1984
C -4.7112 -1.9161 4.8400
C -3.5163 -1.2744 4.5196
H -4.6146 -1.0106 2.0979
H -3.5702 -2.4240 1.8434
H -3.0896 -0.7919 1.2052
H -0.6055 -0.2011 5.2702
H -2.0048 -0.9497 7.5496
H -4.2091 -2.0769 8.2299
H -5.8657 -2.6819 6.5047
H -5.4062 -2.1844 4.0451